Density functional theory data (ωB97M-V with the def2-TZVPD basis set) for a molecular structure, C21H31AsClO6PPtS4 at a distorted geometry.

Computed properties:
Maximum force (eV Å⁻¹): 1.45
Expectation value of S²: 6.029
ΔE to the lowest compared entry with this formula, charge and spin (kcal/mol): 25.4
Total charge: -2
Spin multiplicity: 5
HOMO-LUMO gap (alpha / beta) (eV): 5.43 / 4.56
DFT total energy (a.u.): -6019.740402

The geometry in XYZ format:
```
66
Properties=species:S:1:pos:R:3:forces:R:3
Pt -0.59665 -0.16115 1.23491 -0.76 -0.89 0.13
S -3.22207 0.49689 4.84888 -0.25 -0.15 0.39
As -1.79287 -0.77721 3.87059 1.42 0.15 -0.22
S -2.87483 0.50999 0.80859 0.18 0.23 0.13
S 0.00129 0.45469 3.40799 -0.45 -0.37 0.46
S -1.23497 -2.18863 5.41642 -0.56 0.43 -0.09
Cl 2.72270 -2.43890 -4.75796 0.12 -0.04 -0.37
C 2.25976 -2.10572 -3.10764 -0.20 -0.07 -0.15
C 3.21428 -1.57596 -2.23012 -0.14 0.04 0.27
C 2.86595 -1.32214 -0.93312 0.29 -0.07 -0.04
C 1.55871 -1.59309 -0.41408 -0.18 -0.34 -0.26
O 1.28963 -1.39634 0.80243 0.27 0.07 0.12
C 0.60662 -2.11999 -1.36913 0.53 0.35 0.25
C -0.74934 -2.29507 -0.98232 -0.55 -0.14 0.28
O -1.21374 -2.15762 0.15595 0.23 -0.12 -0.72
C 0.97929 -2.35307 -2.70047 0.06 0.07 0.19
H 4.20664 -1.34550 -2.59896 0.01 -0.05 0.03
H 3.58562 -0.91256 -0.24060 0.06 0.12 0.08
H -1.45280 -2.56188 -1.80238 0.10 -0.12 0.10
H 0.24089 -2.72875 -3.39786 -0.03 -0.02 -0.05
C -5.45798 -3.58650 2.77169 0.11 -0.04 -0.09
C -4.25859 -3.44910 1.83017 -0.04 -0.12 -0.04
C -4.57043 -4.08253 0.46775 0.01 -0.03 0.10
C -3.03349 -4.12801 2.45530 -0.03 0.11 0.04
C -3.93554 -2.04537 1.59969 0.13 0.56 -0.21
C -3.49375 -0.98424 1.20648 -0.85 -0.36 0.32
H -5.68046 -4.64162 2.92921 -0.09 -0.16 0.07
H -6.33624 -3.09724 2.35416 -0.09 0.05 -0.04
H -5.22762 -3.12627 3.72967 -0.01 0.05 0.10
H -4.77318 -5.14891 0.57048 -0.05 -0.18 0.04
H -3.71528 -3.94904 -0.18972 0.07 0.01 -0.11
H -5.43605 -3.60044 0.01446 -0.04 0.03 -0.05
H -3.17742 -5.20787 2.50527 -0.04 -0.16 0.02
H -2.86861 -3.74689 3.46429 0.05 -0.05 -0.02
H -2.14638 -3.90794 1.86428 0.06 -0.03 -0.04
C 3.52562 3.06223 0.25973 -0.22 -0.15 0.11
C 2.47580 2.50590 1.22861 0.66 0.50 0.42
C 3.16961 1.69999 2.33227 -0.30 0.06 -0.27
C 1.69434 3.66174 1.84974 -0.02 -0.20 -0.02
O 1.65420 1.59202 0.52582 -0.39 0.07 -0.66
P 0.26309 1.96316 -0.25232 0.31 0.91 0.03
O -0.71382 2.62846 0.63828 0.22 0.31 -0.16
O -0.12802 0.69269 -0.95491 0.15 -0.12 0.00
O 0.75621 3.09370 -1.33581 -0.20 -0.17 0.66
C 1.05636 2.86157 -2.69504 0.22 0.03 -0.93
C 2.10915 1.76472 -2.86173 -0.15 0.20 0.15
C 1.58901 4.20991 -3.21645 -0.17 -0.41 0.25
C -0.21375 2.46165 -3.44665 0.11 0.03 0.20
H 4.20399 3.73658 0.77910 0.10 0.07 0.08
H 3.02185 3.60136 -0.53552 0.01 0.12 -0.13
H 4.09462 2.24242 -0.17321 0.10 -0.10 -0.07
H 3.86479 2.33086 2.88549 0.08 0.07 0.02
H 3.70304 0.85861 1.89650 0.09 -0.11 -0.04
H 2.42176 1.30551 3.01490 0.02 -0.05 0.08
H 2.37674 4.31655 2.39197 0.12 0.04 0.02
H 0.94383 3.27598 2.53305 -0.12 0.00 0.07
H 1.17872 4.22365 1.07695 -0.05 0.17 -0.01
H 3.03691 2.06058 -2.37932 0.16 0.00 0.05
H 2.30326 1.57177 -3.91691 -0.01 -0.02 -0.08
H 1.74376 0.85866 -2.38669 0.05 -0.15 -0.06
H 2.51552 4.45850 -2.70081 0.09 0.05 0.02
H 0.85848 4.98941 -3.00631 -0.06 0.07 -0.04
H 1.77913 4.16534 -4.28831 0.01 -0.02 -0.08
H -0.57175 1.52055 -3.04012 -0.07 -0.12 -0.06
H -0.00599 2.35137 -4.50957 0.00 0.00 -0.14
H -0.98956 3.20853 -3.29705 -0.09 0.16 -0.03
```
Forces are in eV/Å.

=====

Density functional theory data (ωB97M-V with the def2-TZVPD basis set) for a molecular structure, C21H31BBr30F2N3O6S2 at a distorted geometry.

Computed properties:
Maximum force (eV Å⁻¹): 2.68
Total charge: -1
HOMO-LUMO gap (eV): 6.96
DFT total energy (a.u.): -79675.928079

The geometry in XYZ format:
```
96
Properties=species:S:1:pos:R:3:forces:R:3
C -1.02931 1.82128 0.67487 -0.13 -0.58 -0.46
C -1.56345 0.47973 0.17622 -0.77 0.48 0.05
N -1.47334 0.31572 -1.28357 0.79 0.07 -0.42
C -0.42157 -0.63126 -1.68430 -0.65 0.72 0.75
O 0.78283 -0.25609 -0.99852 0.25 -0.26 -0.15
O -0.81447 -1.85286 -1.22791 0.51 -0.48 -0.20
B -0.51621 -2.89037 -2.22088 -1.70 1.92 0.78
N -1.86094 -3.69413 -2.46100 1.03 -1.17 -0.33
C -1.88232 -4.84629 -2.78523 -0.02 0.25 0.61
S -1.90844 -6.39411 -3.12725 -0.02 -0.26 0.18
S 0.90379 -3.98062 -1.33965 1.15 0.64 -0.73
O 1.64164 -3.26249 -0.34298 -0.35 -0.16 0.32
O 1.69113 -4.65162 -2.34732 -0.33 -0.45 0.15
F 0.14492 -5.11929 -0.50167 -0.19 -0.21 -0.15
O -0.13439 -2.19326 -3.38441 1.00 -0.61 -0.51
C -0.18842 -0.77442 -3.23614 -0.53 -0.87 -0.64
C -1.39087 -0.43191 -4.17018 -0.39 0.33 0.96
C -2.07006 0.93674 -4.13762 0.07 0.26 -1.03
C -1.29362 2.08430 -4.77094 -0.04 0.16 0.79
F -0.81667 2.93912 -3.74349 0.14 -0.05 -0.04
C 1.06537 -0.10807 -3.82234 0.30 0.18 0.58
C 2.46741 -0.60191 -3.39603 0.33 0.29 0.06
O 2.44726 -1.79119 -2.65558 -0.08 0.00 -0.12
C 3.23364 0.48757 -2.58436 0.14 -0.42 0.45
N 4.07035 -0.13943 -1.57979 0.28 0.13 -0.14
H -1.36146 2.61910 0.00570 -0.10 0.09 -0.02
H -1.45136 2.04502 1.65499 0.60 -0.56 -0.93
H 0.05987 1.85004 0.69302 0.11 0.00 0.24
H -2.62992 0.48629 0.42200 -0.08 -0.18 0.04
H -1.13285 -0.35721 0.71692 0.22 -0.11 -0.19
H -1.19491 1.21856 -1.65870 -0.14 0.06 -0.06
H 0.91038 0.68655 -1.14903 -0.03 -0.01 -0.02
H -2.15403 -1.17613 -3.94860 -0.03 -0.05 0.11
H -1.06857 -0.63124 -5.19221 0.11 -0.10 -0.03
H -2.99109 0.84470 -4.72010 -0.06 -0.12 0.01
H -2.38465 1.26378 -3.15769 -0.08 -0.16 0.18
H -0.40605 1.75839 -5.30820 -0.08 -0.01 -0.25
H -1.93955 2.71529 -5.37774 0.10 0.00 -0.21
H 1.01274 -0.14742 -4.90955 -0.21 -0.16 -0.07
H 0.99787 0.95362 -3.55575 -0.03 0.11 -0.12
H 3.06661 -0.75556 -4.29851 -0.14 -0.07 -0.11
H 2.82526 -2.50204 -3.17799 -0.13 -0.13 0.08
H 2.50996 1.18023 -2.14152 0.03 0.21 -0.10
H 3.89803 1.06971 -3.22760 -0.19 0.05 -0.23
H 3.54434 -0.37379 -0.75290 -0.05 -0.27 -0.05
H 4.87162 0.42078 -1.33835 -0.30 0.02 0.11
C 5.82480 0.83870 -6.17963 -0.02 -0.05 0.02
Br 3.98100 1.36638 -6.33463 0.00 0.01 -0.03
Br 6.85119 2.14539 -5.20899 0.01 0.03 0.01
Br 6.00383 -0.90589 -5.39826 -0.03 0.01 0.04
H 6.22794 0.79246 -7.18007 0.01 0.01 -0.01
C -2.55358 2.67127 4.02862 0.08 0.00 0.00
Br -1.65918 3.88411 2.83415 -0.22 1.18 0.90
Br -4.46058 2.89364 3.95974 -0.07 0.09 -0.11
Br -2.05095 0.84373 3.71206 -0.16 -0.20 0.33
H -2.23733 2.92094 5.03140 0.00 -0.01 0.00
C -0.30055 -1.41412 7.07294 0.03 -0.04 -0.10
Br -0.04385 0.49152 7.18753 0.01 -0.01 0.02
Br -0.09372 -2.25598 8.78878 -0.04 0.01 0.03
Br -1.97873 -1.86403 6.25482 0.01 -0.08 0.10
H 0.48171 -1.80150 6.43512 0.02 0.01 -0.01
C -5.85461 -0.77336 4.77320 0.05 0.02 -0.07
Br -5.31089 0.21912 6.32460 0.09 -0.18 0.15
Br -6.38136 -2.56435 5.23094 0.01 0.00 0.00
Br -7.22935 0.14594 3.79250 -0.03 -0.02 0.03
H -4.99110 -0.84769 4.12581 0.01 0.03 -0.02
C 8.27694 0.60493 -0.46375 -0.02 -0.03 0.06
Br 9.95198 0.94055 -1.35013 -0.01 -0.01 -0.01
Br 6.87882 1.73741 -1.13185 0.28 0.26 -0.05
Br 7.76839 -1.24559 -0.55288 -0.02 0.00 0.00
H 8.41430 0.85293 0.57981 0.03 0.04 0.00
C -4.78850 7.01408 3.57918 0.01 -0.10 -0.04
Br -6.27250 8.16976 3.17561 -0.01 0.00 0.00
Br -3.11140 7.81027 3.08464 -0.01 0.02 0.01
Br -4.79957 6.47001 5.42042 0.00 0.05 0.09
H -4.90726 6.11860 2.98432 0.02 -0.02 0.00
C -8.79517 3.89062 5.98830 0.06 0.04 0.06
Br -8.02216 4.03050 4.22993 -0.02 0.00 -0.02
Br -10.65372 3.40550 5.90294 -0.01 -0.01 -0.02
Br -7.80057 2.69014 7.11247 -0.09 0.10 -0.08
H -8.74082 4.87236 6.43502 0.00 0.02 -0.01
C -3.28637 -5.49446 -7.27017 0.04 0.03 0.11
Br -3.11412 -4.56835 -5.61034 -0.21 0.36 -0.50
Br -5.07351 -6.17046 -7.54133 -0.02 0.00 -0.03
Br -2.71261 -4.42541 -8.77241 -0.01 0.00 -0.01
H -2.63021 -6.35180 -7.22846 -0.01 -0.02 -0.03
C 5.78668 0.14460 2.61074 -0.14 -0.01 -0.04
Br 6.03300 2.06038 2.66827 0.01 -0.08 0.02
Br 6.20732 -0.66274 4.30639 0.09 -0.02 0.10
Br 4.02917 -0.34767 2.03008 -0.01 0.02 0.02
H 6.48735 -0.24774 1.88680 0.00 -0.02 -0.01
C 4.90645 -3.36487 7.09281 -0.05 -0.03 -0.18
Br 3.61407 -1.99871 7.48229 0.01 0.05 0.06
Br 6.70527 -2.75865 7.40263 0.00 0.03 0.04
Br 4.53137 -4.99859 8.03376 0.01 0.03 0.02
H 4.82620 -3.57765 6.03614 0.01 -0.02 -0.01
```
Forces are in eV/Å.

=====

Density functional theory data (ωB97M-V with the def2-TZVPD basis set) for a molecular structure, C21H31BHfN6.

Computed properties:
Maximum force (eV Å⁻¹): 0.27
ΔE to the lowest compared entry with this formula, charge and spin (kcal/mol): 0.0
Total charge: +2
HOMO-LUMO gap (eV): 8.83
DFT total energy (a.u.): -1219.813078

The geometry in XYZ format:
```
60
Properties=species:S:1:pos:R:3:forces:R:3
Hf -0.02079 -0.00018 0.38826 0.03 0.00 -0.16
C 3.71798 -0.00122 0.73361 0.00 0.00 -0.06
C 3.09742 -0.00060 -0.62174 -0.10 0.00 0.01
C 3.66718 -0.00047 -1.87204 0.06 0.00 -0.05
C 2.61551 -0.00005 -2.79635 0.04 0.00 0.00
C 2.70365 0.00021 -4.28269 -0.01 0.00 0.02
N 1.46077 0.00002 -2.12404 0.07 0.00 -0.05
N 1.74417 -0.00033 -0.76751 -0.05 0.00 0.20
B -0.00479 0.00019 -2.66726 0.00 0.00 0.10
N -0.74109 -1.27093 -2.14140 -0.02 -0.04 -0.03
N -0.89742 -1.52090 -0.78959 0.02 0.01 0.21
C -1.57108 -2.69199 -0.65256 0.05 0.09 0.01
C -1.89547 -3.23312 0.69796 0.00 0.00 -0.06
C -1.84300 -3.18490 -1.90904 -0.03 -0.06 -0.06
C -1.30971 -2.27257 -2.82330 -0.03 -0.04 0.00
C -1.33597 -2.34230 -4.31042 0.01 0.01 0.02
N -0.74088 1.27134 -2.14111 -0.02 0.04 -0.03
N -0.89747 1.52075 -0.78920 0.01 -0.01 0.21
C -1.57111 2.69183 -0.65176 0.05 -0.09 0.01
C -1.89576 3.23211 0.69902 0.00 0.00 -0.06
C -1.84262 3.18539 -1.90813 -0.02 0.05 -0.06
C -1.30921 2.27336 -2.82271 -0.03 0.04 0.00
C -1.33499 2.34364 -4.30979 0.00 -0.01 0.02
H 4.80179 -0.00049 0.65525 0.00 0.00 -0.02
H 3.42156 0.88425 1.29821 0.00 0.00 0.02
H 3.42268 -0.88805 1.29666 0.00 0.00 0.02
H 4.71870 -0.00065 -2.10633 -0.02 0.00 0.01
H 3.74759 0.00010 -4.58460 -0.01 0.00 0.00
H 2.22262 -0.88171 -4.70565 0.00 0.00 0.01
H 2.22292 0.88245 -4.70531 0.00 0.00 0.01
H 0.00519 0.00034 -3.85185 0.00 0.00 0.03
H -1.52364 -2.58287 1.49202 0.00 0.00 0.04
H -2.97314 -3.33661 0.81951 -0.01 0.01 -0.01
H -1.45299 -4.21971 0.83077 0.01 0.00 -0.01
H -2.36438 -4.09559 -2.15287 0.01 0.02 0.01
H -1.85410 -3.24498 -4.62292 0.00 0.00 0.00
H -1.85455 -1.48290 -4.73542 0.00 0.00 0.01
H -0.32652 -2.36530 -4.72123 0.00 0.00 0.01
H -1.52532 2.58058 1.49267 0.00 0.00 0.04
H -1.45215 4.21804 0.83301 0.01 0.00 -0.01
H -2.97338 3.33676 0.81997 -0.01 -0.01 -0.01
H -2.36382 4.09618 -2.15164 0.01 -0.01 0.01
H -1.85278 3.24659 -4.62209 0.00 0.00 0.00
H -0.32541 2.36652 -4.72024 0.00 0.00 0.01
H -1.85373 1.48454 -4.73522 0.00 0.00 0.01
C -0.55121 -1.33985 5.68291 -0.01 -0.01 -0.02
C 0.01982 0.00012 5.18654 0.01 0.00 0.02
C 1.47390 0.17143 5.66162 0.01 0.00 -0.02
C -0.84738 1.16916 5.68562 -0.01 0.01 -0.02
C 0.00650 0.00003 3.72734 0.00 0.00 -0.07
C -0.00216 -0.00004 2.50037 -0.02 0.00 -0.27
H -0.53915 -1.34417 6.77286 0.00 0.01 -0.01
H 0.04862 -2.17916 5.33055 0.00 0.01 0.01
H -1.58076 -1.47672 5.35160 0.01 0.00 0.01
H 1.48928 0.17270 6.75154 -0.01 0.00 -0.01
H 1.89436 1.11438 5.31178 -0.01 -0.01 0.01
H 2.10200 -0.64772 5.31112 -0.01 0.00 0.01
H -0.83926 1.17165 6.77561 0.01 -0.01 -0.01
H -1.87978 1.06540 5.35127 0.01 0.00 0.01
H -0.45728 2.12607 5.33835 0.00 -0.01 0.01
```
Forces are in eV/Å.

=====

Density functional theory data (ωB97M-V with the def2-TZVPD basis set) for a molecular structure, C21H31BHgN13S at a distorted geometry.

Computed properties:
Maximum force (eV Å⁻¹): 1.02
Total charge: +1
HOMO-LUMO gap (eV): 8.82
DFT total energy (a.u.): -2107.034732

The geometry in XYZ format:
```
68
Properties=species:S:1:pos:R:3:forces:R:3
Hg 1.10872 0.02143 0.24292 0.98 -0.18 -0.22
C 0.34690 -3.76799 0.93904 0.06 0.07 0.01
C -0.66922 -2.85209 0.35612 -0.21 0.16 0.00
C -1.95118 -3.20665 -0.06465 0.06 0.19 0.00
C -2.58529 -2.01489 -0.32973 -0.04 -0.42 -0.10
N -1.72412 -1.01359 -0.10476 -0.37 -0.22 -0.38
N -0.53712 -1.52454 0.29615 -0.19 -0.63 0.18
B -2.06464 0.46396 0.22146 0.60 -0.12 -0.09
N -1.32456 1.47954 -0.69662 -0.24 0.15 -0.16
C -1.92696 2.36796 -1.50134 0.08 0.19 -0.18
C -1.00446 3.31679 -1.87751 -0.05 -0.17 0.08
C 0.18167 2.94181 -1.24612 -0.14 -0.20 -0.05
C 1.46043 3.70254 -1.23141 0.04 -0.10 0.05
N -0.02197 1.81496 -0.55710 0.07 0.54 -0.19
N -1.55174 0.64840 1.67797 -0.37 0.27 0.15
C -2.26462 0.57895 2.80968 0.07 -0.01 0.28
C -1.39889 0.62167 3.88170 -0.05 -0.01 -0.11
C -0.12862 0.69829 3.31095 -0.27 -0.08 -0.23
C 1.19498 0.77414 3.98537 -0.03 0.05 -0.14
N -0.23827 0.70415 1.98348 0.25 0.28 0.65
N -3.54008 0.71539 0.05808 -0.40 0.18 0.35
C -4.34148 1.67113 0.59743 -0.06 0.03 -0.04
C -5.49580 1.72964 -0.14038 0.23 -0.03 0.08
C -5.31653 0.77250 -1.16113 0.13 0.15 0.25
C -6.20901 0.43273 -2.30087 0.05 0.00 -0.03
N -4.14523 0.18501 -1.02543 -0.01 -0.23 -0.67
H -0.16320 -4.50032 1.56287 0.03 -0.01 0.03
H 1.04825 -3.21057 1.55177 0.09 -0.09 0.04
H 0.89186 -4.31660 0.17454 0.15 -0.07 -0.06
H -2.35360 -4.19516 -0.13071 -0.16 -0.22 0.01
H -3.57926 -1.80602 -0.66829 -0.08 -0.03 0.02
H -2.95726 2.27779 -1.77985 -0.25 -0.06 0.09
H -1.16655 4.16480 -2.51006 -0.03 0.19 -0.11
H 1.38905 4.54528 -1.91303 0.03 0.07 0.00
H 2.29873 3.08097 -1.53220 0.04 0.03 -0.03
H 1.64969 4.08760 -0.22960 0.05 0.10 0.07
H -3.33113 0.48639 2.79618 -0.23 0.00 -0.06
H -1.64536 0.59023 4.92189 -0.09 0.01 0.24
H 1.12079 0.40730 5.00464 0.08 -0.03 0.05
H 1.54570 1.80562 4.01882 0.08 0.05 0.06
H 1.92439 0.17111 3.44400 0.09 -0.06 0.05
H -4.03814 2.24688 1.44844 0.09 0.13 0.18
H -6.34579 2.36033 0.02381 -0.14 0.14 0.07
H -7.24738 0.35564 -1.98676 -0.05 -0.02 -0.01
H -5.88768 -0.51012 -2.73536 -0.07 -0.05 -0.08
H -6.13914 1.20515 -3.06778 -0.09 -0.01 -0.05
N 3.37152 1.28725 1.09015 -0.01 0.15 0.15
N 4.40968 1.42884 0.16102 0.51 0.30 0.33
C 4.27217 1.15472 -1.15407 -0.52 -0.29 -0.24
N 5.34993 1.34132 -1.92693 0.33 0.17 0.20
S 2.86250 0.62326 -1.87030 0.03 0.08 -0.27
H 2.92940 2.18412 1.30458 0.25 -0.14 -0.14
H 3.73869 0.89216 1.95403 -0.03 0.04 -0.27
H 5.26939 1.87927 0.46710 -0.35 -0.12 -0.01
H 6.22572 1.69216 -1.57659 0.02 -0.01 0.00
H 5.25165 1.18643 -2.91658 0.00 0.01 0.10
C 1.48831 -2.47690 -2.32247 -0.16 0.04 -0.03
C 2.45529 -2.62928 -1.21134 -0.18 0.24 -0.02
N 2.53341 -1.88571 -0.12263 -0.12 -0.12 -0.20
C 3.54757 -2.40168 0.63452 0.18 -0.20 0.00
C 4.09006 -3.47248 -0.00471 0.21 0.09 0.38
N 3.38943 -3.60061 -1.17097 -0.01 -0.03 -0.08
H 1.34269 -1.42362 -2.55728 0.00 -0.06 -0.04
H 0.51753 -2.88857 -2.04704 -0.06 -0.05 0.00
H 1.84331 -2.98651 -3.21418 0.01 -0.01 -0.09
H 3.80555 -1.98066 1.58690 0.11 0.00 0.15
H 4.88983 -4.13207 0.26018 0.15 -0.12 0.06
H 3.54947 -4.29899 -1.88001 -0.07 0.09 0.03
```
Forces are in eV/Å.